(1)
ORCA calculation (the ωB97M-V functional and the def2-TZVPD basis) on C31H47AuBrO2P2 as an isolated structure at a distorted geometry.

```
! wB97M-V def2-TZVPD RIJCOSX def2/J DEFGRID3
* xyz 1 3
Au 0.59 -0.63 -3.58
C -0.71 -1.97 0.56
C 0.69 -2.20 0.30
C 0.50 -0.68 2.03
C -0.81 -1.14 1.70
C 1.41 -1.28 1.10
C -1.85 -2.57 -0.14
H -1.58 -3.14 -1.05
H -2.57 -1.79 -0.45
H -2.36 -3.23 0.57
C -2.01 -0.87 2.48
H -2.77 -1.65 2.36
H -2.48 0.08 2.20
H -1.78 -0.81 3.55
C 0.87 0.15 3.18
H 0.43 -0.27 4.08
H 0.47 1.17 3.05
H 1.95 0.24 3.31
C 2.87 -1.07 1.07
H 3.31 -1.50 1.99
H 3.12 0.00 1.05
H 3.33 -1.55 0.19
C 1.25 -3.15 -0.68
H 1.51 -4.11 -0.19
H 2.19 -2.75 -1.11
H 0.49 -3.41 -1.44
C -1.72 0.77 -6.35
C -1.72 -0.56 -6.49
C -0.74 -1.38 -7.26
C 0.72 -0.92 -7.11
C 1.04 -0.30 -5.79
C 1.03 1.04 -5.61
C 0.50 2.06 -6.58
C -0.91 1.76 -7.15
H -0.99 -1.38 -8.33
H 0.98 -0.18 -7.89
H -0.83 -2.43 -6.97
H -0.78 1.40 -8.17
H -2.60 1.21 -5.81
H -2.66 -1.07 -6.21
H -1.47 2.70 -7.23
H 0.48 3.08 -6.14
H 1.59 1.49 -4.82
H 1.22 2.17 -7.41
H 1.38 -1.79 -7.33
H 1.44 -1.05 -5.05
P -1.51 0.23 -2.48
P 1.68 1.38 -2.26
C -1.06 1.83 -3.31
C 0.29 2.49 -2.84
H -1.86 2.53 -3.07
H -1.01 1.60 -4.38
H 0.69 3.08 -3.68
H 0.04 3.15 -1.96
C 2.15 2.06 -0.67
H 2.55 1.30 0.00
H 1.26 2.50 -0.19
H 2.92 2.83 -0.85
C 3.27 1.46 -3.19
H 3.42 2.44 -3.66
H 3.32 0.63 -3.91
H 4.03 1.26 -2.42
C -2.71 0.65 -1.22
H -3.48 -0.13 -1.13
H -3.18 1.60 -1.54
H -2.20 0.77 -0.23
C -2.41 -0.96 -3.51
H -1.67 -1.71 -3.82
H -2.81 -0.49 -4.41
H -3.19 -1.46 -2.92
Br 1.31 3.87 2.47
C -0.51 4.33 2.77
C -0.80 5.12 3.88
C -2.15 5.40 4.19
C -3.17 4.92 3.39
C -2.90 4.14 2.27
C -1.56 3.83 1.97
C -1.24 2.95 0.78
O -1.30 1.71 0.98
O -0.93 3.56 -0.27
H 0.03 5.42 4.49
H -2.38 5.96 5.12
H -4.20 5.13 3.70
H -3.67 3.78 1.61
*
```

Values from the calculation:
total energy: -4751.84960 a.u.
frontier orbital gap (alpha / beta): 4.84 / 2.73 eV
⟨S²⟩: 2.033
HOMO level (alpha / beta): -9.05 / -8.79 eV
E_LUMO (alpha / beta): -4.217 / -6.054 eV
F_max: 3.1 eV Å⁻¹
M: 790.5 g/mol

(2)
ORCA calculation (the ωB97M-V functional and the def2-TZVPD basis) on one molecule with the formula C2H4N4O at a distorted geometry.

```
! wB97M-V def2-TZVPD RIJCOSX def2/J DEFGRID3
* xyz 0 1
O -1.37 -1.72 -0.29
C -0.56 -0.85 0.03
N -0.95 0.31 0.72
N -0.20 1.43 0.84
C 0.86 1.47 0.11
N 1.29 0.39 -0.80
N 0.79 -0.94 -0.46
H -1.85 0.34 1.12
H 1.47 2.50 0.00
H 2.34 0.35 -0.50
H 0.69 -1.52 -1.29
*
```

Values from the calculation:
total energy: -372.80787 a.u.
structure (SMILES): O=C1NN=CNN1
frontier orbital gap: 9.69 eV
energy above the lowest of the compared OMol25 structures with the same formula, charge and spin: 58.0 kcal/mol
HOMO level: -8.87 eV
E_LUMO: 0.814 eV
F_max: 3.6 eV Å⁻¹
M: 100.1 g/mol

> The highest total energy belongs to which entry?

C2H4N4O